Formula: C35H74BN2O9P
Source: the Open Molecules 2025 dataset
Level of theory: ωB97M-V/def2-TZVPD

Each line ends with the Löwdin charge.
CARTESIAN COORDINATES (ANGSTROEM)
1 H 2.18247 4.93393 -5.83486  0.0460
2 N 1.79365 4.85156 -4.85496  0.0584
3 C 2.47137 3.83620 -4.22432  -0.3405
4 C 3.64597 3.06761 -5.10834  -0.1322
5 C 2.21478 3.32212 -2.67388  -0.3439
6 P 3.30952 1.80791 -2.19980  0.9485
7 B 4.67623 2.25278 -0.93952  -0.7196
8 N 5.61907 1.09949 -0.52663  0.0392
9 O 4.93361 3.57352 -0.33093  -0.0240
10 H 4.65314 3.03289 -4.47633  0.0676
11 H 3.24492 1.96625 -5.30114  0.0855
12 H 3.89629 3.63156 -6.12612  0.0827
13 H 1.10233 2.92220 -2.65018  0.0745
14 H 2.34793 4.24624 -1.96322  0.1011
15 H 2.46292 0.82243 -1.51490  -0.0558
16 H 6.44271 1.14624 -1.19479  0.0655
17 H 5.12313 0.18961 -0.77082  0.0556
18 H 5.95122 3.66644 -0.28937  0.1172
19 C -2.08979 -0.18467 -2.25643  -0.1643
20 C -1.63600 0.19634 -0.87092  -0.1814
21 C -0.20530 -0.29622 -0.85947  -0.2032
22 O 0.27699 -0.20506 -2.20714  -0.1748
23 C -0.83777 0.04556 -3.07417  -0.1978
24 H -2.94483 0.39473 -2.61375  0.1209
25 H -2.36102 -1.24686 -2.27915  0.0944
26 H -1.65650 1.28701 -0.76089  0.1196
27 H -2.24360 -0.23928 -0.07369  0.1053
28 H -0.14896 -1.34661 -0.55473  0.1209
29 H 0.43591 0.29381 -0.19828  0.1051
30 H -0.77064 1.08537 -3.41228  0.1090
31 H -0.78029 -0.60981 -3.94760  0.1157
32 C -5.29465 1.48732 1.67435  -0.1717
33 C -4.84086 1.86833 3.05986  -0.1726
34 C -3.41017 1.37577 3.07131  -0.1976
35 O -2.92788 1.46693 1.72364  -0.1486
36 C -4.04264 1.71755 0.85661  -0.2055
37 H -6.14970 2.06672 1.31703  0.1169
38 H -5.56589 0.42512 1.65163  0.1028
39 H -4.86137 2.95900 3.16989  0.1170
40 H -5.44846 1.43271 3.85709  0.1139
41 H -3.35383 0.32538 3.37605  0.0918
42 H -2.76896 1.96580 3.73250  0.1190
43 H -3.97550 2.75736 0.51850  0.1246
44 H -3.98516 1.06217 -0.01682  0.1004
45 C 9.87441 -1.35284 -1.69379  -0.1814
46 C 9.62212 -0.03422 -2.37813  -0.1857
47 C 8.67159 -0.42956 -3.48711  -0.2108
48 O 7.91428 -1.54888 -3.00677  -0.1415
49 C 8.52478 -2.02837 -1.80070  -0.2061
50 H 10.22074 -1.25337 -0.66198  0.1171
51 H 10.62391 -1.92437 -2.25409  0.1178
52 H 9.12270 0.65342 -1.68545  0.1081
53 H 10.52955 0.45083 -2.74667  0.1157
54 H 9.21587 -0.75308 -4.38067  0.1176
55 H 7.99290 0.38148 -3.76650  0.1132
56 H 7.87474 -1.75020 -0.96398  0.1128
57 H 8.60243 -3.11855 -1.83484  0.1189
58 C -4.78737 -3.80108 3.01096  -0.1717
59 C -6.27901 -3.63169 3.14160  -0.1767
60 C -6.38843 -2.25687 3.76412  -0.1952
61 O -5.26116 -1.49994 3.30212  -0.1657
62 C -4.33798 -2.39720 2.66975  -0.2000
63 H -4.49283 -4.53751 2.25904  0.1161
64 H -4.36259 -4.10562 3.97489  0.1122
65 H -6.74039 -3.62925 2.14702  0.1171
66 H -6.75944 -4.41026 3.73953  0.1171
67 H -6.33063 -2.30940 4.85649  0.1183
68 H -7.31433 -1.74413 3.48795  0.1202
69 H -4.38410 -2.21750 1.59011  0.1220
70 H -3.32246 -2.18566 3.01567  0.1011
71 C -0.64632 6.32217 -3.46060  -0.1952
72 C -0.74258 7.17269 -2.22041  -0.1833
73 C -2.15564 6.89592 -1.75532  -0.2125
74 O -2.47372 5.55836 -2.16381  -0.1452
75 C -1.46257 5.10770 -3.07579  -0.2081
76 H 0.37938 6.07381 -3.74472  0.0610
77 H -1.12043 6.83953 -4.30316  0.1183
78 H -0.02608 6.81721 -1.47052  0.1139
79 H -0.55236 8.23402 -2.39902  0.1137
80 H -2.87165 7.57120 -2.23563  0.1145
81 H -2.26508 6.98547 -0.67067  0.1148
82 H -0.84819 4.36632 -2.55338  0.0981
83 H -1.93183 4.62665 -3.93839  0.1173
84 C -4.52406 -5.36301 -3.32392  -0.1822
85 C -3.22228 -5.07796 -4.02738  -0.1799
86 C -2.88413 -3.69337 -3.51925  -0.2164
87 O -3.43241 -3.58958 -2.19798  -0.1541
88 C -4.30806 -4.70428 -1.97905  -0.2079
89 H -4.75674 -6.42792 -3.24450  0.1160
90 H -5.34788 -4.86999 -3.85362  0.1180
91 H -2.45899 -5.79320 -3.69892  0.1188
92 H -3.29105 -5.12755 -5.11703  0.1170
93 H -3.35083 -2.91844 -4.13653  0.1197
94 H -1.80617 -3.51074 -3.48591  0.1195
95 H -3.81259 -5.38560 -1.27881  0.1167
96 H -5.24115 -4.35702 -1.52689  0.1161
97 C 2.14847 -0.85182 2.81931  -0.1774
98 C 3.10829 -0.55274 1.69680  -0.1903
99 C 4.23982 -1.51591 1.98238  -0.2067
100 O 3.65932 -2.66324 2.61782  -0.1340
101 C 2.30866 -2.34744 2.98282  -0.2055
102 H 1.11837 -0.55405 2.60789  0.1067
103 H 2.47375 -0.33903 3.73231  0.1232
104 H 2.64233 -0.79834 0.73521  0.1021
105 H 3.43396 0.48999 1.66257  0.1136
106 H 4.96626 -1.08101 2.67701  0.1197
107 H 4.76652 -1.82481 1.07484  0.1105
108 H 1.64329 -2.89388 2.30554  0.1161
109 H 2.11557 -2.68103 4.00612  0.1097
110 C -2.16849 -1.90259 5.69646  -0.1858
111 C -1.71470 -1.52158 7.08197  -0.1759
112 C -0.28400 -2.01414 7.09341  -0.2007
113 O 0.19829 -1.92298 5.74574  -0.1454
114 C -0.91647 -1.67236 4.87871  -0.2124
115 H -3.02353 -1.32319 5.33914  0.1053
116 H -2.43972 -2.96479 5.67373  0.1171
117 H -1.73521 -0.43092 7.19200  0.1191
118 H -2.32230 -1.95720 7.87919  0.1165
119 H -0.22766 -3.06454 7.39816  0.1181
120 H 0.35721 -1.42411 7.75460  0.1191
121 H -0.84934 -0.63255 4.54061  0.1170
122 H -0.85899 -2.32773 4.00529  0.1158

Output
HOMO energy = -8.59 eV
Spin multiplicity = 1
Maximum force = 5.40 eV/A
Structure (SMILES) = [H]/N=C(\C)CPB(N)O.C1CCOC1.C1CCOC1.C1CCOC1.C1CCOC1.C1CCOC1.C1CCOC1.C1CCOC1.C1CCOC1
DFT total energy = -2530.68997 a.u.